# 1
Here is a 9-piece molecular cluster, C34H93N11O11 overall in a non-equilibrium geometry from the Open Molecules 2025 dataset. Energies are from ωB97M-V/def2-TZVPD.

```
149
Properties=species:S:1:pos:R:3
C 4.2307 -3.9313 3.4801
O 3.1032 -3.5702 4.2044
C 1.8598 -4.1206 3.7181
C 0.6551 -3.4452 4.4250
C -0.6953 -3.8578 3.9465
N 0.6918 -1.9869 4.4822
H 4.0976 -3.7721 2.4100
H 4.4270 -4.9822 3.6925
H 5.1426 -3.4296 3.8040
H 1.6589 -3.8764 2.6749
H 1.9224 -5.1922 3.9075
H 0.7604 -3.7488 5.4665
H -0.9212 -4.9108 4.1148
H -0.6280 -3.7481 2.8641
H -1.5932 -3.3067 4.2262
H 1.5420 -1.6700 4.9259
H 0.9192 -1.8149 3.5133
C 2.4583 -0.7322 1.3895
O 1.1061 -1.2565 1.5116
C 0.1171 -0.2065 1.6914
C -1.3375 -0.6522 1.6760
C -1.8023 -1.3766 0.4126
N -2.2001 0.4763 1.8981
H 3.0784 -1.5979 1.1569
H 2.8257 -0.3416 2.3384
H 2.6423 -0.0853 0.5317
H 0.3230 0.4130 2.5643
H 0.3022 0.4711 0.8579
H -1.3610 -1.2907 2.5591
H -1.3247 -2.3563 0.4211
H -1.5506 -0.7660 -0.4546
H -2.8627 -1.6288 0.4033
H -2.4923 0.9312 1.0449
H -3.0876 0.0767 2.1676
C -3.6224 5.5666 -2.0330
O -2.7604 4.4245 -1.7969
C -2.9938 3.3588 -2.7132
C -2.7538 2.0654 -1.9403
C -3.4374 0.9179 -2.6072
N -3.1859 2.1450 -0.5339
H -4.6845 5.3332 -1.9571
H -3.2716 6.1457 -2.8872
H -3.6219 6.1279 -1.0987
H -4.0257 3.3179 -3.0620
H -2.3830 3.5479 -3.5960
H -1.6970 1.8089 -1.8663
H -3.1203 -0.0464 -2.2102
H -3.1177 0.8867 -3.6488
H -4.5170 1.0190 -2.7183
H -2.7247 2.9798 -0.2014
H -4.1510 2.4252 -0.6341
C -1.4363 -5.8572 -0.1414
O -0.7073 -4.9044 -0.8788
C 0.7073 -4.8979 -0.6571
C 1.2842 -3.9152 -1.6396
C 2.8358 -4.0478 -1.6089
N 0.9602 -2.5963 -1.1147
H -1.2845 -5.5517 0.8939
H -1.1787 -6.8752 -0.4334
H -2.4964 -5.6449 -0.2801
H 0.8871 -4.6919 0.3980
H 1.1534 -5.8851 -0.7777
H 0.9212 -4.0616 -2.6569
H 3.2328 -3.5950 -0.7003
H 3.3576 -3.5026 -2.3954
H 3.0646 -5.1049 -1.7437
H 0.0575 -2.7325 -0.6825
H 1.6244 -2.3926 -0.3816
C -0.0518 3.3982 1.0876
O 0.8231 4.4520 0.7593
C 2.1752 4.0039 0.4011
C 3.0121 5.2248 -0.1457
C 2.3940 5.8611 -1.3838
N 4.3632 4.7499 -0.5777
H -1.0461 3.8447 1.0799
H 0.0761 3.0256 2.1039
H -0.1581 2.5958 0.3577
H 2.6650 3.5445 1.2597
H 2.2176 3.2913 -0.4226
H 3.1339 5.9906 0.6204
H 1.4065 6.2321 -1.1097
H 2.2737 5.0625 -2.1158
H 3.0589 6.6114 -1.8117
H 4.8765 5.5878 -0.8110
H 4.8308 4.4639 0.2707
C -6.7695 4.5583 0.1589
O -6.2220 3.3079 0.0705
C -5.9482 2.6743 1.2631
C -6.0467 1.1172 1.1959
N -5.5672 0.4600 2.4142
C -5.7523 -1.0279 2.4122
C -7.2103 -1.4422 2.0129
O -8.0464 -1.3855 3.1743
C -9.4333 -1.7407 3.0836
H -7.2436 4.7287 -0.8077
H -6.0419 5.3463 0.3531
H -7.6738 4.6408 0.7619
H -6.4995 3.1134 2.0945
H -4.9224 2.9243 1.5341
H -5.4602 0.7784 0.3419
H -7.1193 1.0130 1.0321
H -6.1025 0.7482 3.2207
H -5.6848 -1.4424 3.4180
H -4.9309 -1.5082 1.8804
H -7.2446 -2.4656 1.6392
H -7.6638 -0.8403 1.2254
H -9.9440 -1.4945 4.0145
H -9.5675 -2.8208 3.1422
H -9.9805 -1.3923 2.2076
C 2.5066 -0.3329 -2.8707
O 2.7932 -0.2326 -4.2862
C 3.8478 -1.0041 -4.8127
C 3.7030 -0.8166 -6.3770
N 4.1820 0.5257 -6.7412
C 5.6410 0.5351 -6.6388
C 6.1389 1.9236 -7.0580
O 5.9912 2.7543 -5.9162
C 6.8176 3.9581 -5.9111
H 1.5829 0.1912 -2.6253
H 3.3272 0.1316 -2.3238
H 2.3995 -1.3819 -2.5950
H 3.8844 -2.0611 -4.5494
H 4.7563 -0.6555 -4.3216
H 2.6657 -0.9078 -6.6993
H 4.2225 -1.6213 -6.8972
H 4.0122 1.1464 -5.9627
H 6.1328 -0.1865 -7.2910
H 5.9792 0.3127 -5.6267
H 5.7567 2.3753 -7.9734
H 7.2091 1.7801 -7.2067
H 6.8156 4.6011 -5.0309
H 6.5654 4.7313 -6.6368
H 7.8345 3.6069 -6.0859
N -1.8117 -0.5054 5.5079
C -1.8196 -0.7778 6.7833
N -0.6839 -1.4698 6.9929
O -2.6498 -0.4552 7.5802
H -1.0206 -0.9002 5.0197
H -2.6533 -0.0457 5.1908
H -0.0627 -1.4420 6.1970
H -0.3126 -1.8729 7.8413
N 6.2297 -2.0574 1.1485
C 5.7119 -1.1076 0.4429
N 5.9366 -1.3833 -0.8383
O 5.3827 -0.0534 0.9013
H 6.7204 -2.8820 0.8333
H 6.2275 -1.8187 2.1299
H 5.8478 -0.5606 -1.4174
H 6.2944 -2.3132 -1.0035
```

Its SMILES is COC[C@H](C)N.COC[C@H](C)N.COC[C@H](C)N.COC[C@H](C)N.COC[C@H](C)N.COCCNCCOC.COCCNCCOC.NC(N)=O.NC(N)=O. Its multiplicity is 1. The value obtained for the HOMO energy is -8.7 eV. The value obtained for the electronic energy is -2780.89790 Eh. Its max |F| is 5.88 eV/Å.

# 2
Here is a 5-piece molecular cluster, H10O5 overall from the Open Molecules 2025 dataset. Energies are from ωB97M-V/def2-TZVPD.

```
15
Properties=species:S:1:pos:R:3
O 3.5018 1.1024 0.0391
H 4.2964 0.6649 -0.2666
H 2.7875 0.5423 -0.2647
O -0.5414 -0.4049 0.6045
H -0.1477 -0.7408 1.4098
H 0.1492 -0.4878 -0.0530
O 1.4233 -0.1750 -1.1607
H 1.2387 0.6765 -1.5571
H 1.7381 -0.7142 -1.8862
O -1.9623 1.9344 -0.1006
H -1.4374 1.1649 0.1200
H -2.8560 1.6007 -0.1793
O -3.1038 -1.6594 1.1935
H -2.7375 -2.3981 0.7074
H -2.3489 -1.1060 1.3940
```

The calculation puts the energy above the lowest of the compared OMol25 structures with the same formula, charge and spin at 22.5 kcal/mol. Its SMILES is O.O.O.O.O. Its multiplicity is 1. The value obtained for the HOMO energy is -10.9 eV. The value obtained for the electronic energy is -382.18838 Eh. Its max |F| is 0.80 eV/Å.